Molecular formula: C36H26Cl4NO2P2Pd
Method: DFT, wB97M-V/def2-TZVPD

Calculated values
Gap between HOMO and LUMO   5.94 eV
HOMO energy   -0.1276 Ha
Total charge   -1

Positions of all 72 atoms, in Å:
1 Pd 0.011 0.522 0.172
2 C 2.186 2.768 -0.487
3 P 2.167 0.921 -0.643
4 C 3.808 0.334 -0.148
5 C 4.226 0.617 1.154
6 C 5.431 0.124 1.625
7 C 6.223 -0.673 0.809
8 C 5.801 -0.979 -0.476
9 C 4.596 -0.483 -0.953
10 C 2.103 0.630 -2.441
11 C 1.226 -0.342 -2.916
12 C 1.134 -0.594 -4.278
13 C 1.909 0.129 -5.173
14 C 2.791 1.095 -4.705
15 C 2.891 1.339 -3.344
16 C 0.799 3.203 -0.869
17 C 0.284 4.283 -1.559
18 C -1.115 4.063 -1.678
19 C -1.385 2.856 -1.058
20 C -2.635 2.031 -0.924
21 P -2.182 0.487 0.009
22 C -2.996 0.711 1.616
23 C -2.204 1.274 2.618
24 C -2.742 1.517 3.873
25 C -4.070 1.207 4.126
26 C -4.867 0.663 3.125
27 C -4.333 0.414 1.870
28 C -2.971 -0.948 -0.751
29 C -3.212 -2.079 0.025
30 C -3.693 -3.237 -0.565
31 C -3.919 -3.282 -1.933
32 C -3.647 -2.169 -2.717
33 C -3.166 -1.009 -2.129
34 N -0.220 2.351 -0.568
35 H 2.967 3.236 -1.086
36 H 2.391 2.983 0.566
37 H 3.587 1.193 1.814
38 H 5.739 0.343 2.639
39 H 7.159 -1.069 1.182
40 H 6.406 -1.615 -1.110
41 H 4.271 -0.735 -1.954
42 H 0.623 -0.905 -2.210
43 H 0.451 -1.354 -4.636
44 H 1.829 -0.060 -6.236
45 H 3.397 1.661 -5.401
46 H 3.587 2.088 -2.984
47 H 0.844 5.125 -1.936
48 H -1.835 4.707 -2.161
49 H -3.059 1.786 -1.900
50 H -3.417 2.526 -0.345
51 H -1.164 1.489 2.384
52 H -2.113 1.925 4.653
53 H -4.487 1.380 5.110
54 H -5.903 0.422 3.328
55 H -4.951 -0.027 1.097
56 H -3.001 -2.066 1.088
57 H -3.859 -4.114 0.046
58 H -4.286 -4.191 -2.392
59 H -3.799 -2.206 -3.788
60 H -2.935 -0.153 -2.752
61 Cl -0.265 -5.513 3.542
62 C 0.035 -3.829 3.253
63 C 0.390 -2.985 4.285
64 Cl 0.542 -3.605 5.901
65 C 0.634 -1.630 4.030
66 Cl 1.080 -0.557 5.323
67 C 0.533 -1.061 2.746
68 O 0.755 0.174 2.500
69 C 0.155 -1.962 1.673
70 O 0.049 -1.499 0.444
71 C -0.082 -3.300 1.955
72 Cl -0.492 -4.345 0.624